Run P
Entry from OMol25: an isolated molecule of C7H14 (ωB97M-V/def2-TZVPD).

Properties
HOMO = -0.346 Ha
2S+1 = 1
lowest unoccupied orbital energy = 0.0385 hartree
gap between HOMO and LUMO = 10.5 eV
net charge = 0
SMILES = C[C@@H]1[C@H](C)C1(C)C

XYZ file:
```
21
C7H14, DFT ωB97M-V/def2-TZVPD
H -0.395 1.858 -0.233
C -0.629 -0.312 -0.118
C -1.175 1.093 -0.287
H -1.915 1.321 0.490
H 2.528 0.023 -1.720
H 1.298 1.463 1.333
C 0.926 0.555 1.818
H 1.015 0.626 -2.404
C 1.536 0.411 -1.462
H -2.279 -1.348 -1.093
H 1.685 1.364 -0.945
C 0.756 -0.601 -0.645
H -1.253 -2.386 -0.080
H 0.063 0.844 2.434
H -2.391 -1.256 0.674
C 0.504 -0.530 0.851
C -1.694 -1.386 -0.165
H 0.493 -1.514 1.321
H 1.704 0.196 2.499
H -1.671 1.197 -1.260
H 0.894 -1.619 -1.009
```



Run Q
Entry from OMol25: an isolated molecule of C7H14 (ωB97M-V/def2-TZVPD).

Properties
HOMO (alpha / beta) = -0.277 / -0.275 Ha
2S+1 = 1
lowest unoccupied orbital energy (alpha / beta) = 0.0057 / 0.0121 hartree
gap between HOMO and LUMO (alpha / beta) = 7.7 / 7.8 eV
net charge = 0

XYZ file:
```
21
C7H14, DFT ωB97M-V/def2-TZVPD
H -0.911 -0.802 -1.736
H 2.739 0.969 -0.750
C -0.806 1.691 0.686
C 1.952 0.217 -0.807
H -1.816 2.096 0.539
H 1.965 -1.995 0.940
H -1.412 -0.600 1.994
H -0.582 1.726 1.758
H 1.830 -0.290 -1.760
H 0.981 -2.105 -0.571
C -1.218 -0.797 0.938
C 1.144 -1.557 0.363
H -0.103 2.358 0.167
C 1.072 -0.059 0.244
H -0.435 0.897 -1.923
H -1.914 -1.501 0.482
H 1.367 0.426 1.180
C -0.672 0.273 0.139
C -1.055 0.209 -1.336
H -2.108 0.480 -1.499
H -0.020 -1.638 0.952
```



Run R
Entry from OMol25: an isolated molecule of C7H14 (ωB97M-V/def2-TZVPD).

Properties
HOMO = -0.372 Ha
2S+1 = 1
lowest unoccupied orbital energy = 0.0362 hartree
gap between HOMO and LUMO = 11.1 eV
net charge = 0
SMILES = CC(C)(C)C1CC1

XYZ file:
```
21
C7H14, DFT ωB97M-V/def2-TZVPD
H -1.458 -1.135 1.474
H 0.679 0.478 -2.209
H -0.336 -2.573 1.471
C 0.992 0.952 1.241
H -0.680 -2.777 -1.052
C 1.133 0.887 -1.298
C 0.287 0.520 -0.069
H -1.730 0.993 0.654
C -0.942 -1.840 -0.569
C -1.075 1.215 -0.196
H 2.147 0.477 -1.217
H 1.748 1.729 1.077
H 1.492 0.091 1.701
H 1.165 -1.460 -0.128
H -0.943 2.303 -0.230
C -0.735 -1.727 0.919
C 0.179 -1.005 -0.023
H 0.272 1.332 1.975
H -1.819 -1.351 -0.986
H 1.217 1.975 -1.419
H -1.592 0.918 -1.116
```



Run S
Entry from OMol25: a cluster of 2 separate species, C7H14 in total (ωB97M-V/def2-TZVPD).

Properties
HOMO = -0.331 Ha
2S+1 = 1
lowest unoccupied orbital energy = 0.0403 hartree
gap between HOMO and LUMO = 10.1 eV
net charge = 0
SMILES = C=C[C@]1(C)C[C@H]1C.[H][H]

XYZ file:
```
21
C7H14, DFT ωB97M-V/def2-TZVPD
H -0.715 -2.721 2.336
C -0.434 -0.885 1.309
H -0.841 1.606 -2.153
C -0.240 -2.188 1.515
H -0.290 3.066 -1.299
H 1.782 1.606 0.559
C 0.812 1.243 0.901
H -1.968 -1.567 -0.561
C 1.088 -0.777 -0.743
H 0.871 1.827 -1.738
H 0.494 -1.582 -1.191
H 0.427 -2.770 0.884
C -0.353 1.310 -0.040
H 0.625 1.369 1.963
H -2.323 -1.311 -1.164
H 1.997 -1.217 -0.314
H 1.387 -0.107 -1.552
H -1.106 -0.331 1.971
H -1.334 1.488 0.402
C 0.274 -0.039 0.300
C -0.153 1.980 -1.385
```



We find run P to be the most stable, with the next structure 0.093 eV higher.



Run P
Entry from OMol25: a cluster of 2 separate species, C7H14 in total (ωB97M-V/def2-TZVPD).

Properties
HOMO = -0.329 Ha
2S+1 = 1
lowest unoccupied orbital energy = 0.0422 hartree
gap between HOMO and LUMO = 10.1 eV
net charge = 0
SMILES = C=CCC.C=CC

XYZ file:
```
21
C7H14, DFT ωB97M-V/def2-TZVPD
C -0.137 -1.492 0.832
H 0.907 -1.860 1.018
H 1.305 -0.531 -0.512
C -0.975 0.156 -1.947
H -1.580 -0.495 2.089
C 1.430 -0.093 -1.521
H 0.283 1.813 -1.577
C 0.211 0.738 -1.728
H -0.724 -2.395 0.749
H -0.549 -0.932 -0.178
C -0.493 -0.591 2.028
H -1.917 0.683 -1.846
H -1.460 1.546 0.612
H 1.433 -0.953 -2.197
H -1.017 -0.818 -2.423
C -0.425 1.650 0.937
H 0.110 2.532 0.602
H 1.215 0.808 1.931
H -0.153 -0.931 3.023
H 2.379 0.444 -1.577
C 0.157 0.720 1.684
```



Run Q
Entry from OMol25: a structure of composition C7H14 (ωB97M-V/def2-TZVPD).

Properties
HOMO = -0.351 Ha
2S+1 = 1
lowest unoccupied orbital energy = 0.0413 hartree
gap between HOMO and LUMO = 10.7 eV
net charge = 0

XYZ file:
```
21
C7H14, DFT ωB97M-V/def2-TZVPD
H -2.336 -0.395 -1.368
C 2.330 0.311 -1.120
C 0.178 -0.991 0.067
H -3.548 -0.763 -0.135
H 2.653 -0.414 -1.864
C -1.482 -0.226 0.615
H -1.606 -0.650 1.619
C 2.733 0.085 0.322
H 2.324 1.337 -1.484
C 1.281 0.021 -0.078
H -1.514 1.745 1.655
C -1.393 1.290 0.666
C -2.477 -0.842 -0.376
H 3.011 0.954 0.917
H -2.249 -1.910 -0.457
H 3.322 -0.802 0.549
H -0.284 1.585 0.423
H -0.116 -1.454 -0.880
H 0.345 -1.734 0.855
H 0.809 1.037 0.172
H -1.981 1.816 -0.097
```



Run R
Entry from OMol25: a cluster of 2 separate species, C7H14 in total (ωB97M-V/def2-TZVPD).

Properties
HOMO = -0.325 Ha
2S+1 = 1
lowest unoccupied orbital energy = 0.0419 hartree
gap between HOMO and LUMO = 10.0 eV
net charge = 0
SMILES = C/C=C\C.C=CC

XYZ file:
```
21
C7H14, DFT ωB97M-V/def2-TZVPD
C -0.969 0.893 -0.857
H -2.436 -1.133 1.328
H -2.329 -0.655 -1.103
H 2.855 -0.883 -1.348
H -3.368 0.351 1.133
H 0.831 1.978 -0.418
H -0.647 2.922 -0.205
H 0.143 -1.897 -0.331
H -0.726 0.842 -1.918
C 2.048 -1.048 -0.634
C -2.366 -0.081 1.025
H -0.195 1.710 1.000
C -0.208 1.924 -0.074
H -1.709 0.431 1.735
H 2.747 0.482 0.728
C 0.973 -1.731 -1.015
H 1.276 -0.361 1.255
H 0.867 -2.132 -2.019
C -1.882 0.040 -0.392
H 2.854 -1.161 1.361
C 2.239 -0.489 0.749
```



Run S
Entry from OMol25: an isolated molecule of C7H14 (ωB97M-V/def2-TZVPD).

Properties
HOMO = -0.373 Ha
2S+1 = 1
lowest unoccupied orbital energy = 0.0422 hartree
gap between HOMO and LUMO = 11.3 eV
net charge = 0
SMILES = C[C@@H]1[C@H](C)C[C@@H]1C

XYZ file:
```
21
C7H14, DFT ωB97M-V/def2-TZVPD
H 0.875 2.365 0.142
C -2.246 -0.299 0.483
H -3.008 0.407 0.129
C 2.289 -0.156 0.260
H 1.423 -0.774 -1.604
C -0.022 1.750 0.277
H -1.876 0.068 1.447
C -1.112 -0.505 -0.513
C -0.049 0.616 -0.743
C 1.076 -0.470 -0.608
H 1.995 0.123 1.278
H -0.892 2.412 0.178
H -0.091 1.055 -1.749
H 0.006 -2.465 -0.565
H 2.856 0.681 -0.164
H -2.745 -1.258 0.668
H -1.535 -0.815 -1.477
C 0.022 -1.478 -0.087
H 2.972 -1.011 0.339
H -0.014 1.379 1.308
H 0.077 -1.626 1.001
```



We find run S to be the most stable, with the next structure 0.951 eV higher.



Run P
Entry from OMol25: an isolated molecule of C5H6N2S (ωB97M-V/def2-TZVPD).

Properties
HOMO = -0.331 Ha
2S+1 = 1
lowest unoccupied orbital energy = -0.0216 hartree
gap between HOMO and LUMO = 8.4 eV
net charge = 0
SMILES = C=C(C#N)NC(C)=S

XYZ file:
```
14
C5H6N2S, DFT ωB97M-V/def2-TZVPD
H 0.868 1.819 1.013
C 1.152 1.545 -0.080
C 1.598 0.127 0.111
C -1.674 0.523 0.237
H -1.207 -2.757 -0.821
N 0.573 -0.702 0.699
H 0.432 1.775 -0.840
C -1.644 -1.700 -0.308
N -2.637 1.238 -0.053
S 3.248 -0.277 -0.098
H 0.844 -1.601 0.851
C -0.813 -0.704 0.290
H 1.966 2.132 -0.375
H -2.705 -1.420 -0.625
```



Run Q
Entry from OMol25: a cluster of 2 separate species, C5H6N2S in total (ωB97M-V/def2-TZVPD).

Properties
HOMO (alpha / beta) = -0.269 / -0.268 Ha
2S+1 = 1
lowest unoccupied orbital energy (alpha / beta) = -0.0417 / -0.0369 hartree
gap between HOMO and LUMO (alpha / beta) = 6.2 / 6.3 eV
net charge = 0

XYZ file:
```
14
C5H6N2S, DFT ωB97M-V/def2-TZVPD
C 0.660 0.686 0.181
N -0.384 1.536 0.144
H -1.431 1.149 0.022
C -2.576 -1.111 -0.448
H -1.722 -1.799 -0.327
S 3.086 -0.284 0.065
C 0.621 -0.698 0.514
H -0.186 2.574 -0.156
N -2.631 0.046 0.012
C 1.775 -1.334 0.573
H -3.470 -1.523 -0.898
H 1.950 -2.402 0.741
H 2.290 2.044 -0.474
C 2.018 1.116 0.051
```



Run R
Entry from OMol25: an isolated molecule of C5H6N2S (ωB97M-V/def2-TZVPD).

Properties
HOMO (alpha / beta) = -0.307 / -0.307 Ha
2S+1 = 1
lowest unoccupied orbital energy (alpha / beta) = -0.0490 / -0.0490 hartree
gap between HOMO and LUMO (alpha / beta) = 7.0 / 7.0 eV
net charge = 0

XYZ file:
```
14
C5H6N2S, DFT ωB97M-V/def2-TZVPD
C 1.871 0.399 -0.276
H 3.358 -1.099 -0.240
S -2.793 -0.812 0.478
H -1.516 1.932 1.124
C -1.485 0.128 0.083
H -2.397 1.993 -0.406
N -0.310 -0.498 -0.095
C 2.335 -0.791 -0.067
H 1.599 1.393 -0.108
C -1.456 1.631 -0.017
H -0.437 1.862 -0.558
H -0.505 -2.541 -0.033
C 0.223 -1.697 0.055
N 1.512 -1.899 0.060
```



Run S
Entry from OMol25: an isolated molecule of C5H6N2S (ωB97M-V/def2-TZVPD).

Properties
HOMO = -0.313 Ha
2S+1 = 1
lowest unoccupied orbital energy = 0.0267 hartree
gap between HOMO and LUMO = 9.2 eV
net charge = 0
SMILES = C#C/C(=N\S)N1CC1

XYZ file:
```
14
C5H6N2S, DFT ωB97M-V/def2-TZVPD
C 1.334 -0.360 2.322
H 1.739 -0.480 3.285
H 0.079 2.621 0.077
H -0.863 1.471 -1.911
C 0.239 1.658 -1.888
H 0.733 1.756 -2.861
H -0.874 -1.807 1.455
C 0.879 -0.195 1.227
N -0.748 -0.617 -0.524
C 0.796 2.327 -0.692
N 0.979 0.889 -0.910
H 1.696 2.920 -0.767
C 0.281 -0.016 -0.091
S -1.581 -1.804 0.343
```



We find run P to be the most stable, with the next structure 0.321 eV higher.



Run P
Entry from OMol25: a cluster of 2 separate species, C4H15N3O in total (ωB97M-V/def2-TZVPD).

Properties
HOMO = -0.328 Ha
2S+1 = 1
lowest unoccupied orbital energy = 0.0315 hartree
gap between HOMO and LUMO = 9.8 eV
net charge = 0
SMILES = CNCCNCN.O

XYZ file:
```
23
C4H15N3O, DFT ωB97M-V/def2-TZVPD
H -1.208 -1.133 -3.320
H -2.372 -2.094 0.117
C -0.439 0.928 -0.869
C -0.916 -0.203 -2.972
H 0.749 -0.138 0.691
N -0.028 -0.289 -1.658
C -0.148 0.743 0.658
H -1.158 -3.093 0.849
H -2.096 -1.456 2.475
H -2.181 0.445 0.824
H -1.587 1.054 -0.919
H -1.895 0.240 -2.856
O 4.955 1.624 1.141
N -1.368 -2.047 0.498
N -1.389 0.265 1.396
H 4.955 2.533 1.008
H 0.014 1.808 -1.240
H -0.487 -1.120 -1.058
H 0.186 1.622 1.138
C -1.281 -1.132 1.739
H -0.384 0.321 -3.708
H 4.285 1.659 1.796
H -0.261 -1.158 2.087
```



Run Q
Entry from OMol25: a cluster of 2 separate species, C4H15N3O in total (ωB97M-V/def2-TZVPD).

Properties
HOMO = -0.335 Ha
2S+1 = 1
lowest unoccupied orbital energy = 0.0343 hartree
gap between HOMO and LUMO = 10.1 eV
net charge = 0
SMILES = NCCCNCN.O

XYZ file:
```
23
C4H15N3O, DFT ωB97M-V/def2-TZVPD
C -0.477 -1.665 -0.563
H 0.483 -1.674 1.378
C 0.408 -2.315 0.492
H 2.037 -2.011 -0.726
H -3.353 1.204 0.829
H -1.497 -1.577 -0.180
H -0.091 -3.204 0.863
C 0.406 2.024 -0.303
H -1.840 1.066 0.446
C -0.005 -0.289 -1.030
H -0.383 2.829 1.348
H 0.942 -0.395 -1.586
H 1.338 2.061 -0.886
H -0.512 -2.343 -1.411
H 0.583 0.399 0.874
H -0.380 2.431 -0.941
N 0.057 0.663 0.050
H 0.837 3.713 0.740
O -2.511 1.666 0.828
N 1.703 -2.698 -0.063
H 2.417 -2.747 0.650
H -0.709 0.095 -1.759
N 0.547 2.765 0.948
```



Run R
Entry from OMol25: a cluster of 3 separate species, C4H15N3O in total (ωB97M-V/def2-TZVPD).

Properties
HOMO = -0.293 Ha
2S+1 = 1
lowest unoccupied orbital energy = 0.0125 hartree
gap between HOMO and LUMO = 8.3 eV
net charge = 0
SMILES = C=O.CNC.NCN

XYZ file:
```
23
C4H15N3O, DFT ωB97M-V/def2-TZVPD
H 0.560 0.326 -1.789
C 0.320 1.828 0.423
N 0.538 -2.069 -0.096
C -3.154 0.134 0.466
H 1.201 -1.488 1.862
C -0.247 1.060 -1.792
H -0.125 -1.300 -0.100
H -1.719 1.633 -0.335
H -0.098 1.985 1.416
N -0.685 1.242 -0.429
H 2.743 -0.987 -0.561
H 1.148 1.114 0.495
C 1.578 -1.816 0.878
H 0.126 1.984 -2.261
H 0.013 -2.897 0.161
H 3.243 -0.628 0.961
H -3.599 0.578 1.373
H 2.132 -2.760 1.029
H -1.072 0.675 -2.390
O -2.111 -0.499 0.527
H 0.724 2.780 0.044
N 2.425 -0.742 0.371
H -3.942 -0.153 -0.252
```



Run S
Entry from OMol25: a cluster of 2 separate species, C4H15N3O in total (ωB97M-V/def2-TZVPD).

Properties
HOMO = -0.305 Ha
2S+1 = 1
lowest unoccupied orbital energy = 0.0295 hartree
gap between HOMO and LUMO = 9.1 eV
net charge = 0
SMILES = NCCNCCN.O

XYZ file:
```
23
C4H15N3O, DFT ωB97M-V/def2-TZVPD
H 0.422 -0.393 1.121
C 0.763 0.253 0.320
H -1.126 0.207 -0.533
H -1.264 0.371 -2.988
H 1.002 -1.397 3.511
H -2.439 -1.717 -3.688
H -0.041 2.855 2.268
H 0.151 -1.733 -1.423
H 0.688 2.347 0.103
H 1.299 -0.923 4.933
H -1.519 -2.497 -2.612
N 0.237 1.899 2.100
H 1.159 -0.539 -2.208
H 2.082 1.820 1.052
C 1.007 1.670 0.890
O 0.645 -0.842 4.225
N -0.156 0.261 -0.812
H -0.341 -0.784 -3.935
C 0.146 -0.722 -1.839
N -1.960 -1.601 -2.801
H 1.712 -0.127 -0.058
H 0.643 1.548 2.954
C -0.851 -0.640 -2.994
```



We find run Q to be the most stable, with the next structure 0.620 eV higher.



Run P
Entry from OMol25: an isolated molecule of CH2N4O (ωB97M-V/def2-TZVPD).

Properties
HOMO = -0.345 Ha
2S+1 = 1
lowest unoccupied orbital energy = -0.0062 hartree
gap between HOMO and LUMO = 9.2 eV
net charge = 0
SMILES = [H]/N=c1/nn[nH]o1

XYZ file:
```
8
CH2N4O, DFT ωB97M-V/def2-TZVPD
O -0.051 1.023 -0.084
H 2.267 1.384 0.023
H -2.124 1.091 0.003
N 0.147 -1.153 -0.019
N -2.077 -0.099 0.097
C -0.760 -0.134 -0.097
N 1.293 -0.752 -0.009
N 1.326 0.596 0.106
```



Run Q
Entry from OMol25: an isolated molecule of CH2N4O (ωB97M-V/def2-TZVPD).

Properties
HOMO = -0.363 Ha
2S+1 = 1
lowest unoccupied orbital energy = 0.0023 hartree
gap between HOMO and LUMO = 10.0 eV
net charge = 0
SMILES = [H]/N=c1/nn[nH]o1

XYZ file:
```
8
CH2N4O, DFT ωB97M-V/def2-TZVPD
N -1.294 0.505 -0.178
N -0.047 -1.092 0.190
N 1.919 -0.141 -0.098
C 0.726 0.008 0.064
H 2.613 0.750 -0.262
N -1.214 -0.773 -0.132
H -1.843 0.938 0.474
O -0.084 1.096 0.116
```



We find run Q to be the most stable, with the next structure 0.886 eV higher.